*one*
The following is a DFT calculation (ωB97M-V/def2-TZVPD) of a 8-piece molecular cluster, C6H30NO7 overall.

Summary:
orbital gap = 0.4104 Eh
charge = +1
highest occupied orbital energy = -13.7679 eV

The geometry in XYZ format:
```
44
Properties=species:S:1:pos:R:3:nbo_charge:R:1
C 1.90 -1.21 -1.77 -0.6390
C 1.62 -0.82 -0.27 -0.0457
C 0.16 -0.40 -0.08 -0.4265
C -0.89 -1.31 -0.69 -0.4226
C -1.44 -2.32 0.32 -0.3965
C -2.74 -2.99 -0.21 -0.6080
N 2.57 0.26 0.06 -0.7213
H 2.81 -0.77 -2.21 0.2088
H 1.14 -0.74 -2.40 0.2262
H 2.00 -2.29 -1.88 0.2344
H 1.78 -1.78 0.22 0.2284
H 0.15 0.61 -0.52 0.1953
H 0.03 -0.33 1.01 0.2444
H -1.66 -0.65 -1.08 0.2120
H -0.57 -1.94 -1.52 0.2190
H -1.69 -1.83 1.28 0.1852
H -0.70 -3.00 0.75 0.2086
H -3.52 -3.14 0.53 0.2194
H -3.17 -2.29 -0.92 0.1968
H -2.46 -3.92 -0.68 0.2176
H 3.52 -0.05 -0.09 0.4230
H 2.44 0.47 1.07 0.4630
H 2.39 1.15 -0.46 0.4971
H 3.03 -0.28 3.35 0.4850
H 1.47 -0.53 3.47 0.5132
O 2.23 -0.56 2.89 -0.9849
H 2.35 3.34 0.79 0.4973
H 1.10 3.15 -0.14 0.4911
O 1.74 2.70 0.41 -0.9653
H -0.68 0.88 -2.47 0.4787
H -0.91 2.16 -3.07 0.4830
O -0.24 1.46 -3.11 -0.9481
H 1.38 2.47 -2.43 0.5071
H 2.75 1.80 -2.85 0.4878
O 2.27 2.21 -2.14 -0.9803
H -3.42 0.72 -0.81 0.4773
H -2.70 1.75 0.05 0.4805
O -2.89 1.52 -0.86 -0.9584
H -1.08 0.06 3.73 0.4743
H -0.79 1.28 2.76 0.5064
O -0.40 0.57 3.29 -0.9788
H -3.11 2.25 1.93 0.4872
H -3.10 0.95 2.73 0.4930
O -2.65 1.40 2.01 -0.9661
```



*two*
The following is a DFT calculation (ωB97M-V/def2-TZVPD) of a 8-piece molecular cluster, C6H30NO7 overall.

Summary:
orbital gap = 0.3944 Eh
charge = +1
highest occupied orbital energy = -13.3990 eV

The geometry in XYZ format:
```
44
Properties=species:S:1:pos:R:3:nbo_charge:R:1
C 3.28 0.74 0.07 -0.5977
C 1.86 0.17 0.00 -0.3959
C 1.29 0.18 -1.41 -0.4222
C 0.48 1.45 -1.79 -0.4111
C -0.78 1.09 -2.59 -0.4215
C -1.76 0.19 -1.83 -0.2294
N -2.29 0.97 -0.67 -0.6860
H 3.22 1.79 -0.25 0.1973
H 3.67 0.73 1.09 0.2019
H 3.90 0.24 -0.67 0.2165
H 1.18 0.76 0.62 0.1857
H 1.84 -0.83 0.43 0.2081
H 2.07 0.15 -2.17 0.2170
H 0.76 -0.76 -1.61 0.2101
H 0.24 1.95 -0.84 0.1883
H 1.07 2.14 -2.35 0.2281
H -1.31 1.99 -2.92 0.2097
H -0.42 0.69 -3.54 0.2388
H -1.29 -0.73 -1.56 0.2470
H -2.57 -0.01 -2.51 0.2167
H -2.73 0.36 0.00 0.4538
H -1.45 1.29 -0.17 0.4619
H -2.92 1.74 -0.83 0.4470
H -1.09 -3.59 -1.57 0.4815
H 0.35 -3.74 -1.05 0.4906
O -0.21 -3.20 -1.61 -0.9655
H -0.53 -1.65 4.82 0.4821
H -0.26 -2.89 3.96 0.4849
O -0.56 -1.98 3.92 -0.9650
H 1.76 -2.75 -2.40 0.4812
H 3.28 -2.87 -2.73 0.4807
O 2.64 -2.71 -2.04 -0.9609
H 0.00 0.79 3.16 0.5194
H -1.24 -0.03 2.87 0.4968
O -0.83 0.81 2.63 -1.0094
H -3.77 -1.87 0.31 0.4995
H -4.48 -1.53 -1.10 0.5045
O -3.82 -1.29 -0.45 -0.9923
H 2.48 0.79 3.84 0.4942
H 1.54 1.77 4.47 0.4847
O 1.55 0.92 4.02 -0.9536
H -1.41 2.14 1.68 0.5006
H -1.16 3.63 1.61 0.4880
O -1.57 2.93 1.11 -1.0064
```



Which is most stable, and by how much? *two*, by 0.0156 hartree.



*one*
The following is a DFT calculation (ωB97M-V/def2-TZVPD) of the molecule C2H3ClN2O.

Summary:
orbital gap = 0.3882 Eh
SMILES = COC1=NN1Cl
highest occupied orbital energy = -10.3213 eV

The geometry in XYZ format:
```
9
Properties=species:S:1:pos:R:3:nbo_charge:R:1
C 0.31 1.21 1.97 0.5941
C -0.15 -0.14 0.16 -0.2666
N 0.78 1.83 2.94 -0.2091
N 1.64 1.51 1.65 -0.2798
O -0.59 0.41 1.41 -0.4619
Cl 2.72 0.10 2.10 -0.0186
H -1.08 -0.13 -0.42 0.2158
H 0.30 -1.07 0.54 0.2151
H 0.66 0.55 -0.22 0.2110
```



*two*
The following is a DFT calculation (ωB97M-V/def2-TZVPD) of a 2-piece molecular cluster, C2H3ClN2O overall.

Summary:
orbital gap = 0.3888 Eh
SMILES = C#[N+][O-].[H]/N=C\Cl
highest occupied orbital energy = -10.0752 eV

The geometry in XYZ format:
```
9
Properties=species:S:1:pos:R:3:nbo_charge:R:1
C -1.10 0.55 -0.62 0.1788
C 1.07 -0.77 0.47 -0.0512
N -1.92 -0.28 -0.33 -0.6125
N 2.19 -0.68 0.22 0.2040
O 3.26 -0.30 -0.18 -0.4044
Cl -0.55 1.97 0.45 -0.1385
H 0.19 -0.75 1.04 0.2498
H -0.64 0.51 -1.57 0.1968
H -2.49 -0.23 0.53 0.3772
```



Which is most stable, and by how much? *two*, by 0.0131 hartree.



*one*
The following is a DFT calculation (ωB97M-V/def2-TZVPD) of the molecule C5H5NO3.

Summary:
orbital gap = 0.3150 Eh
SMILES = O=C1CCC(=O)C1=NO
highest occupied orbital energy = -9.8178 eV

The geometry in XYZ format:
```
14
Properties=species:S:1:pos:R:3:nbo_charge:R:1
C -0.21 -0.45 0.21 -0.1401
C 1.22 -0.80 0.00 0.5380
C 1.98 0.51 0.09 -0.5174
C 0.98 1.68 0.03 -0.5200
C -0.31 1.01 0.00 0.5310
H -2.61 0.17 0.16 0.4951
H 2.85 0.61 -0.68 0.2588
H 2.53 0.41 1.14 0.2536
H 1.05 2.28 -0.96 0.2597
H 0.97 2.28 1.00 0.2617
N -1.28 -1.25 0.08 0.0889
O -2.54 -0.78 0.01 -0.4604
O 1.69 -1.89 -0.21 -0.4852
O -1.36 1.58 -0.20 -0.5638
```



*two*
The following is a DFT calculation (ωB97M-V/def2-TZVPD) of C5H5NO3 as an isolated structure.

Summary:
orbital gap = 0.3215 Eh
highest occupied orbital energy = -8.8597 eV

The geometry in XYZ format:
```
14
Properties=species:S:1:pos:R:3:nbo_charge:R:1
C 1.12 -0.71 0.24 -0.3995
C -1.33 0.23 -0.97 -0.7562
N 1.44 0.68 0.46 -0.6228
C 0.32 1.21 0.99 0.5831
C -0.56 -0.07 0.82 0.4823
C -0.94 -1.02 -1.35 0.8555
O 0.03 2.31 1.40 -0.5652
O -1.33 -0.60 1.57 -0.5781
O -0.86 -2.13 -1.62 -0.3837
H 2.34 1.14 0.40 0.4096
H 1.47 -1.08 -0.72 0.1844
H 1.44 -1.39 1.03 0.1950
H -2.40 0.39 -0.90 0.3011
H -0.74 1.05 -1.35 0.2947
```



Which is most stable, and by how much? *one*, by 0.0243 hartree.



*one*
The following is a DFT calculation (ωB97M-V/def2-TZVPD) of a 2-piece molecular cluster, C5H12NO2 overall.

Summary:
orbital gap = 0.3972 Eh
charge = +1
highest occupied orbital energy = -13.8860 eV

The geometry in XYZ format:
```
20
Properties=species:S:1:pos:R:3:nbo_charge:R:1
O -2.10 0.57 0.75 -0.5726
C -1.63 1.68 0.62 0.4648
C -0.15 2.00 0.97 -0.5195
C 0.97 1.12 0.41 -0.4807
C 0.66 0.27 -0.80 0.1422
C 0.94 0.42 -2.08 -0.3466
N 0.05 -1.02 -0.39 -0.7066
H -2.29 2.49 0.25 0.1543
H -0.33 1.71 2.02 0.2649
H -0.06 3.07 0.83 0.2476
H 1.81 1.77 0.13 0.2671
H 1.53 0.51 1.12 0.2436
H 0.57 -0.28 -2.83 0.2145
H 1.65 1.10 -2.53 0.2496
H 0.73 -1.71 -0.12 0.4583
H -0.37 -1.51 -1.18 0.4377
H -0.70 -0.86 0.31 0.4737
H 0.14 -4.26 0.58 0.4899
H -1.17 -3.64 1.07 0.4955
O -0.24 -3.45 0.88 -0.9777
```



*two*
The following is a DFT calculation (ωB97M-V/def2-TZVPD) of a 2-piece molecular cluster, C5H12NO2 overall.

Summary:
orbital gap = 0.1241 Eh
charge = +1
highest occupied orbital energy = -12.1348 eV

The geometry in XYZ format:
```
20
Properties=species:S:1:pos:R:3:nbo_charge:R:1
O -1.55 0.35 0.55 -0.4199
C -0.35 0.40 0.60 0.6078
O 0.31 0.20 1.77 -0.6425
C 0.50 0.68 -0.54 0.3935
C 1.96 0.56 -0.54 -0.5829
C 2.31 -0.90 -0.15 -0.3978
C 1.39 -1.99 -0.75 -0.5846
N -4.42 1.74 0.24 -1.0904
H -0.37 -0.02 2.44 0.5333
H -0.04 1.32 -1.25 0.2628
H 2.46 1.33 0.18 0.3859
H 2.42 0.86 -1.52 0.2826
H 3.35 -1.17 -0.31 0.2561
H 2.17 -0.95 0.92 0.2346
H 0.35 -1.59 -0.73 0.1749
H 1.47 -2.89 -0.11 0.2543
H 1.61 -2.30 -1.76 0.2407
H -3.55 1.27 0.39 0.3577
H -5.01 1.75 1.06 0.3667
H -5.00 1.34 -0.49 0.3671
```



Which is most stable, and by how much? *one*, by 0.0930 hartree.



*one*
The following is a DFT calculation (ωB97M-V/def2-TZVPD) of the molecule C4H6N2OS.

Summary:
orbital gap = 0.3368 Eh
SMILES = C#C/C(=N\OC)NS
highest occupied orbital energy = -8.4261 eV

The geometry in XYZ format:
```
14
Properties=species:S:1:pos:R:3:nbo_charge:R:1
C -3.36 -0.73 -0.19 -0.2446
C 0.00 -0.06 0.16 0.2800
C 0.08 1.36 0.06 -0.0864
C 0.02 2.56 -0.02 -0.1392
H -4.15 -0.08 -0.56 0.1931
H -3.17 -1.54 -0.85 0.1840
H -3.71 -1.01 0.82 0.1748
H 0.86 -1.79 0.37 0.4049
H 3.30 -0.07 0.91 0.1112
H 0.19 3.58 0.14 0.2318
N -1.10 -0.70 0.24 -0.1724
N 1.15 -0.81 0.37 -0.7436
O -2.19 0.07 -0.08 -0.3883
S 2.71 -0.49 -0.27 0.1948
```



*two*
The following is a DFT calculation (ωB97M-V/def2-TZVPD) of the molecule C4H6N2OS.

Summary:
orbital gap = 0.3486 Eh
SMILES = C=N/N=C\SCC=O
highest occupied orbital energy = -9.0541 eV

The geometry in XYZ format:
```
14
Properties=species:S:1:pos:R:3:nbo_charge:R:1
C -3.54 0.12 -0.33 -0.0401
C -0.35 0.43 0.42 -0.0556
C 2.04 -0.79 0.39 -0.6571
C 2.70 0.18 -0.55 0.4174
H -4.21 -0.52 -0.89 0.1741
H -4.00 0.91 0.23 0.1734
H 0.32 1.07 0.98 0.2128
H 2.01 -0.38 1.37 0.2411
H 2.56 -1.75 0.41 0.2449
H 3.30 -0.24 -1.42 0.1314
N -2.32 -0.17 -0.39 -0.2951
N -1.56 0.81 0.28 -0.3201
O 2.66 1.39 -0.33 -0.5209
S 0.37 -1.07 -0.15 0.2936
```



*three*
The following is a DFT calculation (ωB97M-V/def2-TZVPD) of the molecule C4H6N2OS.

Summary:
orbital gap = 0.3260 Eh
SMILES = O=CN/N=C/[C@@H]1CS1
highest occupied orbital energy = -8.7585 eV

The geometry in XYZ format:
```
14
Properties=species:S:1:pos:R:3:nbo_charge:R:1
C -0.80 0.27 2.56 0.4900
C 0.71 -0.02 0.11 0.0798
C 1.14 -0.39 -1.31 -0.3266
C 0.06 -0.37 -2.42 -0.5242
H -1.28 1.02 3.34 0.1226
H -1.56 1.76 1.37 0.4048
H 1.34 -0.32 0.93 0.2215
H 2.32 -0.08 -1.41 0.2555
H 0.41 -0.42 -3.62 0.2625
H -1.00 0.09 -2.06 0.2819
N -0.99 0.92 1.29 -0.4713
N -0.47 0.52 0.08 -0.2638
O -0.25 -0.86 2.93 -0.6006
S 0.36 -2.11 -1.79 0.0678
```



Which is most stable, and by how much? *two*, by 0.0632 hartree.